## a
Density functional theory data (the ωB97M-V functional and the def2-TZVPD basis) for the molecule C3H5ClS.

Values from the calculation:
Spin multiplicity: 1
SMILES: C/C=C/SCl
Highest occupied orbital energy in Ha: -0.321
Frontier orbital gap in eV: 8.9
Total charge: 0
M in g mol⁻¹: 108.593

CARTESIAN COORDINATES (ANGSTROEM)
C1 -0.668 -0.047 0.123
C2 0.716 -0.538 -0.217
C3 1.816 0.110 -0.062
S1 3.540 -0.879 -0.212
Cl1 4.732 0.718 0.185
H1 -1.507 -0.528 -0.278
H2 -0.724 -0.051 1.318
H3 -0.637 1.003 -0.178
H4 0.641 -1.639 -0.483
H5 1.921 1.128 0.281

Atom charges from the Mulliken analysis, given in e for atoms 1 to 4:
1 C -1.034
2 C -0.100
3 C -0.136
4 S -0.010

## b
Density functional theory data (the ωB97M-V functional and the def2-TZVPD basis) for a cluster of 2 separate species, C3H5ClS in total.

Values from the calculation:
Spin multiplicity: 1
Highest occupied orbital energy in Ha: -0.323
Frontier orbital gap in eV: 7.1
Total charge: 0
M in g mol⁻¹: 108.593

CARTESIAN COORDINATES (ANGSTROEM)
C1 -1.556 0.378 0.605
C2 -0.610 -0.301 -0.310
C3 0.842 -0.117 -0.566
S1 -1.924 -1.319 -0.005
Cl1 -1.199 1.132 -2.642
H1 -1.269 0.530 1.724
H2 -2.238 1.142 0.081
H3 1.442 -1.036 -0.253
H4 1.110 0.715 0.012
H5 0.949 0.049 -1.665

Atom charges from the Mulliken analysis, given in e for atoms 1 to 4:
1 C -0.480
2 C 0.311
3 C -0.714
4 S 0.011

## c
Density functional theory data (the ωB97M-V functional and the def2-TZVPD basis) for the molecule C3H5ClS.

Values from the calculation:
Spin multiplicity: 1
SMILES: CC(=S)CCl
Highest occupied orbital energy (spin up / spin down) in Ha: -0.322 / -0.322
Frontier orbital gap (spin up / spin down) in eV: 6.8 / 6.8
Total charge: 0
M in g mol⁻¹: 108.593

CARTESIAN COORDINATES (ANGSTROEM)
C1 0.014 0.653 1.130
C2 1.061 0.311 0.204
S1 2.025 1.906 -0.964
C3 1.797 -0.886 0.172
Cl1 0.798 -2.517 0.077
H1 -0.234 1.701 1.231
H2 -0.997 0.142 0.849
H3 0.423 0.331 2.040
H4 2.083 -0.947 1.264
H5 2.519 -1.120 -0.612

Atom charges from the Mulliken analysis, given in e for atoms 1 to 4:
1 C -0.821
2 C 0.080
3 S -0.247
4 C -0.362

Of them, a has the highest stability.

## a
Density functional theory data (the ωB97M-V functional and the def2-TZVPD basis) for a cluster of 2 separate species, C2H10NO2 in total.

Values from the calculation:
Spin multiplicity: 1
Highest occupied orbital energy in Ha: -0.533
Frontier orbital gap in eV: 10.9
Total charge: +1
M in g mol⁻¹: 80.107

CARTESIAN COORDINATES (ANGSTROEM)
C1 1.016 -0.986 0.623
O1 0.934 -2.056 1.544
C2 -0.222 -0.666 -0.149
N1 0.176 0.505 -1.210
H1 1.685 -1.345 -0.204
H2 1.549 -0.247 1.222
H3 0.083 -2.504 1.477
H4 -0.678 -1.481 -0.679
H5 -1.011 -0.312 0.523
H6 0.989 0.225 -1.743
H7 0.146 1.327 -0.602
H8 -0.618 0.605 -1.846
H9 -2.449 2.798 -0.472
H10 -1.154 3.097 0.204
O2 -1.507 2.594 -0.555

Atom charges from the Mulliken analysis, given in e for atoms 1 to 4:
1 C -0.284
2 O -0.476
3 C -0.590
4 N -0.335

## b
Density functional theory data (the ωB97M-V functional and the def2-TZVPD basis) for a cluster of 2 separate species, C2H10NO2 in total.

Values from the calculation:
Spin multiplicity: 1
Highest occupied orbital energy in Ha: -0.533
Frontier orbital gap in eV: 10.6
Total charge: +1
M in g mol⁻¹: 80.107

CARTESIAN COORDINATES (ANGSTROEM)
C1 -0.100 -0.355 -0.152
O1 0.895 -0.857 0.694
C2 0.741 0.320 -1.213
N1 -0.048 0.851 -2.436
H1 -0.767 0.326 0.375
H2 -0.740 -1.091 -0.647
H3 0.478 -1.144 1.516
H4 1.273 1.195 -0.835
H5 1.452 -0.420 -1.576
H6 -1.031 0.614 -2.334
H7 0.285 0.549 -3.349
H8 0.019 1.878 -2.421
H9 -1.179 0.016 4.389
H10 -0.485 -1.313 4.260
O2 -0.793 -0.569 3.730

Atom charges from the Mulliken analysis, given in e for atoms 1 to 4:
1 C -0.454
2 O -0.476
3 C -0.441
4 N -0.308

Of them, b has the highest stability.

## a
Density functional theory data (the ωB97M-V functional and the def2-TZVPD basis) for a cluster of 2 separate species, C2H10NO2 in total.

Values from the calculation:
Spin multiplicity: 1
Highest occupied orbital energy in Ha: -0.539
Frontier orbital gap in eV: 11.0
Total charge: +1
M in g mol⁻¹: 80.107

CARTESIAN COORDINATES (ANGSTROEM)
C1 -1.716 -0.534 0.572
O1 -0.415 -0.994 0.580
C2 -1.497 0.416 -0.772
N1 -0.094 0.858 -1.172
H1 -1.879 0.127 1.431
H2 -2.461 -1.311 0.273
H3 -0.096 -1.539 1.299
H4 -1.786 -0.215 -1.610
H5 -2.051 1.519 -0.589
H6 0.336 0.621 -2.139
H7 0.603 0.310 -0.484
H8 0.147 1.883 -1.216
H9 3.593 -0.778 2.022
H10 3.976 0.091 0.668
O2 3.341 -0.455 1.135

Atom charges from the Mulliken analysis, given in e for atoms 1 to 4:
1 C -0.279
2 O -0.517
3 C -0.443
4 N -0.429

## b
Density functional theory data (the ωB97M-V functional and the def2-TZVPD basis) for a cluster of 3 separate species, C2H10NO2 in total.

Values from the calculation:
Spin multiplicity: 1
Highest occupied orbital energy in Ha: -0.550
Frontier orbital gap in eV: 12.0
Total charge: +1
M in g mol⁻¹: 80.107

CARTESIAN COORDINATES (ANGSTROEM)
C1 -0.458 0.184 -0.767
C2 0.028 0.038 -1.985
N1 0.442 0.097 0.398
H1 -1.514 0.194 -0.532
H2 -0.482 -0.301 -2.873
H3 1.101 -0.052 -2.079
H4 1.395 0.333 0.132
H5 0.381 -0.892 0.689
H6 0.174 0.768 1.131
H7 -0.167 3.085 2.159
H8 -1.200 3.198 1.115
O1 -0.461 2.624 1.361
H9 0.731 -3.290 1.012
H10 -0.324 -3.265 -0.089
O2 0.353 -2.720 0.328

Atom charges from the Mulliken analysis, given in e for atoms 1 to 4:
1 C -0.060
2 C -0.658
3 N -0.201
4 H 0.384

Of them, b has the highest stability.